No. 1
Here is a 3-piece molecular cluster, C16H18BrF4N5PS overall from the OMol25 dataset. Energies are from ωB97M-V/def2-TZVPD.

Last column: Löwdin charge in e.
Atoms and positions in Å:
1 C 5.1938 -3.3391 0.2956  0.118
2 C 5.3050 -2.8982 -0.8435  -0.085
3 C 5.4376 -1.9801 -2.1208  -0.117
4 N 4.0616 -1.5384 -2.5101  0.093
5 C 3.4094 -0.5625 -1.9004  -0.374
6 N 4.0465 0.1556 -0.8296  -0.117
7 P 5.1345 1.4419 -1.3808  0.293
8 S 4.9251 3.1133 -0.4430  0.218
9 N 2.0614 -0.2616 -2.3755  -0.258
10 Br 1.0116 -1.8547 -2.3597  0.986
11 C 1.3572 0.6523 -1.4445  -0.481
12 F 1.2716 0.0780 -0.1495  0.033
13 F 1.9120 1.9322 -1.4134  0.083
14 C -0.1843 0.8654 -1.8947  -0.246
15 F -0.3260 0.9544 -3.2828  0.044
16 F -0.5252 2.1466 -1.3929  0.034
17 H 5.3595 -3.8010 1.3106  0.083
18 H 5.8692 -2.6110 -2.9664  0.149
19 H 6.1593 -1.1289 -1.9710  0.100
20 H 3.6440 -2.0556 -3.3019  0.156
21 H 4.4719 -0.4702 -0.1304  0.113
22 H 6.5029 1.0001 -1.4333  -0.008
23 H 4.7630 1.6828 -2.7569  0.014
24 H -0.8923 0.1439 -1.3980  0.161
25 N -2.2204 4.4241 2.2817  0.059
26 C -3.2169 3.7391 2.8587  -0.144
27 C -3.3192 2.3569 2.8327  -0.078
28 C -2.3364 1.6399 2.1679  -0.083
29 C -1.2954 2.3257 1.5614  -0.084
30 C -1.2830 3.7089 1.6481  -0.151
31 H -3.9624 4.3446 3.3633  0.105
32 H -4.1460 1.8556 3.3196  0.097
33 H -2.3811 0.5571 2.1239  0.079
34 H -0.5115 1.7991 1.0342  0.073
35 H -0.4873 4.2898 1.1924  0.104
36 N -3.9298 -1.4119 2.1448  0.050
37 C -3.8676 -2.7056 1.8002  -0.155
38 C -4.7478 -3.3148 0.9205  -0.077
39 C -5.7570 -2.5452 0.3643  -0.078
40 C -5.8474 -1.2046 0.7036  -0.064
41 C -4.9162 -0.6876 1.5902  -0.146
42 H -3.0637 -3.2685 2.2635  0.101
43 H -4.6464 -4.3649 0.6777  0.102
44 H -6.4663 -2.9857 -0.3271  0.109
45 H -6.6231 -0.5738 0.2889  0.106
46 H -4.9443 0.3562 1.8823  0.082

Properties
Frontier orbital gap (eV): 5.375
Multiplicity: 1
Net charge: +1

No. 2
Here is a 2-piece molecular cluster, C30H26Br2N3O2 overall from the OMol25 dataset. Energies are from ωB97M-V/def2-TZVPD.

Last column: Löwdin charge in e.
Atoms and positions in Å:
1 Br -4.6202 -4.7811 -1.1699  0.797
2 C -4.1916 -3.1917 -0.2382  -0.666
3 C -5.2043 -2.4693 0.4076  -0.101
4 C -4.8936 -1.3086 1.1154  -0.011
5 C -3.5678 -0.8015 1.1792  -0.209
6 C -3.3234 0.4211 1.9251  0.006
7 C -2.1592 1.1833 1.8869  -0.080
8 C -1.7874 2.2224 2.7826  -0.020
9 C -0.3853 2.3292 3.1774  -0.205
10 C -0.0147 2.5586 4.5313  0.001
11 C 1.3140 2.4719 4.9409  -0.096
12 C 2.3309 2.2317 3.9989  -0.662
13 Br 4.1346 2.1273 4.5415  0.807
14 C 1.9969 2.0759 2.6365  -0.093
15 C 0.6585 2.1150 2.2360  -0.009
16 C -2.5436 -1.5796 0.5695  0.000
17 C -2.8597 -2.7500 -0.1453  -0.093
18 H -6.2264 -2.8259 0.3651  0.109
19 H -5.6811 -0.7819 1.6537  0.118
20 H -4.1209 0.7052 2.6168  0.124
21 H -1.4277 0.9298 1.1030  0.112
22 H -2.5222 2.6321 3.4889  0.126
23 H -0.8000 2.7226 5.2692  0.123
24 H 1.5759 2.5932 5.9873  0.111
25 H 2.7868 1.9180 1.9053  0.110
26 H 0.4147 1.9435 1.1796  0.118
27 H -1.4956 -1.2977 0.7036  0.117
28 H -2.0791 -3.3357 -0.6165  0.106
29 C -3.4288 6.1366 3.8798  -0.007
30 N -2.5576 5.9320 2.7456  -0.048
31 C -2.7646 4.8828 1.7682  -0.219
32 H -2.3890 3.8529 2.1532  0.118
33 C -4.2116 4.7300 1.3555  -0.146
34 C -4.9009 5.8456 0.8228  0.007
35 C -6.2259 5.7307 0.4338  0.038
36 C -6.8819 4.4977 0.5900  -0.145
37 N -8.2453 4.4015 0.2012  -0.307
38 O -8.8503 3.3102 0.3354  0.071
39 O -8.7897 5.4344 -0.2672  0.070
40 C -6.2111 3.3841 1.1180  0.036
41 C -4.8784 3.5060 1.4971  0.004
42 N -1.8966 5.3098 0.7000  -0.054
43 C -1.9185 4.6937 -0.6056  -0.002
44 C -1.3124 6.5276 0.9703  -0.165
45 C -1.7337 6.9237 2.2513  -0.165
46 C -1.5519 8.2360 2.7111  -0.004
47 C -0.8268 9.0978 1.8735  -0.078
48 C -0.3964 8.6938 0.5973  -0.082
49 C -0.6751 7.4197 0.0974  -0.008
50 H -3.0476 6.9806 4.4678  0.089
51 H -4.4456 6.3681 3.5394  0.097
52 H -3.4649 5.2488 4.5187  0.094
53 H -4.3934 6.8095 0.7142  0.140
54 H -6.7573 6.5788 0.0147  0.129
55 H -6.7433 2.4409 1.2196  0.122
56 H -4.3324 2.6445 1.8962  0.073
57 H -1.1336 5.1411 -1.2270  0.090
58 H -1.7418 3.6157 -0.5247  0.091
59 H -2.8929 4.8560 -1.0818  0.099
60 H -1.9822 8.5241 3.6686  0.103
61 H -0.5948 10.0967 2.2280  0.106
62 H 0.1708 9.3903 -0.0189  0.108
63 H -0.4410 7.0800 -0.9147  0.106

Properties
Frontier orbital gap (eV): 3.988
Multiplicity: 1
Net charge: +1

No. 3
Here is a 3-piece molecular cluster, C16H42N3O8P overall from the OMol25 dataset. Energies are from ωB97M-V/def2-TZVPD.

Last column: Löwdin charge in e.
Atoms and positions in Å:
1 N 0.3443 -6.4202 3.4872  0.057
2 C -0.4769 -6.2372 2.2646  -0.764
3 N -1.8867 -6.2392 2.5240  0.073
4 N -0.0878 -4.9494 1.7209  0.049
5 C -0.1602 -7.3817 1.2566  -0.334
6 P -0.2908 -6.7885 -0.5552  0.834
7 C -0.4040 -6.0653 -2.3692  -0.272
8 C 0.9406 -5.5902 -2.7287  -0.682
9 O 1.7429 -6.2983 -3.2311  0.111
10 O 1.2593 -4.3024 -2.4117  0.052
11 H 0.4902 -7.4149 3.6093  0.063
12 H 1.2696 -6.0753 3.2501  0.065
13 H -2.2679 -7.1653 2.6347  0.067
14 H -2.1344 -5.6277 3.2878  0.079
15 H -0.8643 -4.4885 1.2740  0.069
16 H 0.3441 -4.3607 2.4167  0.072
17 H -0.7864 -8.2441 1.4508  0.065
18 H 0.8862 -7.6139 1.3980  0.063
19 H -1.5898 -6.2662 -0.2949  0.020
20 H -0.2137 -8.1119 -1.0507  0.029
21 H 0.9451 -6.1152 -0.3822  0.023
22 H -0.6540 -6.8420 -3.0721  0.077
23 H -1.0875 -5.2270 -2.4201  0.077
24 H 2.1114 -4.3761 -1.9622  0.117
25 C 1.5235 -0.8541 -4.7976  -0.110
26 O 1.4431 -0.2826 -3.5110  -0.195
27 C 1.5494 -1.2504 -2.4775  -0.211
28 C 2.1820 -0.6552 -1.2383  -0.177
29 O 3.5883 -0.4690 -1.3314  -0.127
30 C 4.0625 0.6013 -2.1377  -0.181
31 C 3.8121 1.9760 -1.5566  -0.204
32 O 2.4695 2.3793 -1.7684  -0.198
33 C 2.0264 3.3160 -0.8131  -0.111
34 H 0.6685 -1.5115 -4.9912  0.089
35 H 1.5177 -0.0416 -5.5224  0.087
36 H 2.4552 -1.4187 -4.9178  0.090
37 H 2.1439 -2.1030 -2.8093  0.104
38 H 0.5378 -1.5974 -2.2343  0.127
39 H 2.0457 -1.3749 -0.4266  0.125
40 H 1.6795 0.2655 -0.9371  0.121
41 H 3.6833 0.5266 -3.1577  0.121
42 H 5.1445 0.4574 -2.1826  0.127
43 H 4.4684 2.7022 -2.0558  0.128
44 H 4.0451 1.9627 -0.4854  0.127
45 H 2.1341 2.9175 0.2024  0.091
46 H 0.9696 3.5032 -0.9969  0.078
47 H 2.5777 4.2592 -0.9026  0.090
48 C -4.7224 4.8050 3.4727  -0.114
49 O -3.7248 5.6937 3.0227  -0.199
50 C -2.5513 5.6514 3.8177  -0.203
51 C -1.3227 5.9799 2.9976  -0.183
52 O -0.8925 4.9287 2.1443  -0.129
53 C -1.6560 4.6699 0.9725  -0.180
54 C -1.5317 5.7380 -0.0924  -0.207
55 O -2.3410 6.8601 0.2180  -0.199
56 C -1.8660 8.0507 -0.3681  -0.114
57 H -5.0924 5.0957 4.4625  0.088
58 H -5.5458 4.8431 2.7617  0.088
59 H -4.3436 3.7770 3.5084  0.087
60 H -2.4263 4.6607 4.2691  0.126
61 H -2.6557 6.3960 4.6186  0.128
62 H -0.4967 6.1321 3.6964  0.127
63 H -1.4514 6.9120 2.4454  0.121
64 H -2.6987 4.4659 1.2188  0.121
65 H -1.2358 3.7475 0.5644  0.120
66 H -1.8729 5.3289 -1.0533  0.130
67 H -0.4803 6.0359 -0.1840  0.124
68 H -0.8309 8.2496 -0.0662  0.087
69 H -2.4912 8.8676 -0.0128  0.088
70 H -1.9269 8.0036 -1.4614  0.088

Properties
Frontier orbital gap (eV): 9.066
Structure (SMILES): NC(N)(N)C[PH3]CC(=O)O.COCCOCCOC.COCCOCCOC
Multiplicity: 1
Net charge: 0

No. 4
Here is an isolated ion of composition C3H10N3O2 and charge +1 from the OMol25 dataset. Energies are from ωB97M-V/def2-TZVPD.

Last column: Löwdin charge in e.
Atoms and positions in Å:
1 C -2.0387 0.0896 -1.1396  -0.035
2 C -1.9095 0.0888 1.3310  0.000
3 C 2.6534 -0.1185 0.6471  -0.180
4 N 0.7893 -0.4909 -0.8846  0.058
5 N -1.2899 -0.2070 0.0286  -0.204
6 N 0.0167 -0.3094 0.1483  0.162
7 O 3.0507 1.1701 0.3841  0.027
8 O 2.1069 -0.6085 -0.6253  -0.052
9 H -2.1271 1.1588 -1.2472  0.099
10 H -1.5445 -0.2080 -2.1740  0.129
11 H -3.0270 -0.4122 -1.3058  0.125
12 H -2.6100 -0.7166 1.4599  0.092
13 H -1.2205 -0.2203 2.0558  0.068
14 H -2.3608 1.1932 1.4742  0.167
15 H 3.5084 1.3667 -0.4010  0.089
16 H 3.5880 -0.7151 0.7404  0.157
17 H 1.7938 -0.2693 1.3170  0.125
18 H 0.6208 -0.7914 -1.8092  0.174

Properties
Frontier orbital gap (alpha / beta) (eV): 9.221 / 9.221
Structure (SMILES): C[N+](C)=NNOCO
Multiplicity: 1
Net charge: +1
Relative energy (zero: lowest compared OMol25 entry of this formula, charge and spin) (kJ/mol): 746.5

no.,largest force on an atom (hartree/bohr)
1,0.062
2,0.078
3,0.047
4,0.091